The following is a DFT calculation (ωB97M-V/def2-TZVPD) of a structure of composition C26H53CaN10 in a non-equilibrium geometry.

Computed properties:
HOMO-LUMO gap   7.52 eV
Highest occupied orbital energy   -9.28 eV
Total charge   +1
LUMO energy   -1.76 eV
2S+1   1

```
90
Properties=species:S:1:pos:R:3:lowdin_charge:R:1
Ca 0.31109 0.97433 -0.48434 1.347
C 0.57309 -1.48370 -2.67773 -0.045
N 1.92670 -1.21019 -3.10964 -0.129
C 2.20498 -1.53480 -4.49318 -0.030
C 2.79166 -0.48253 -2.37056 -0.389
N 2.44145 0.04006 -1.24344 -0.007
C 3.47199 0.53373 -0.35587 -0.199
C 2.88460 1.35813 0.78721 -0.193
N 1.67586 0.76654 1.33635 -0.329
C 1.92856 -0.54962 1.92454 -0.150
C 1.42701 -1.71190 1.05571 -0.207
N 0.02926 -1.56089 0.72471 0.056
C -0.80377 -2.51528 0.94265 -0.378
N -2.11029 -2.38936 0.61139 -0.131
C -2.67430 -1.17673 0.06806 -0.044
C -3.07252 -3.42220 0.94144 -0.033
N -0.52392 -3.79480 1.50129 -0.226
C 0.11671 -4.77392 0.65241 -0.062
C -0.20001 -3.88757 2.90647 -0.065
C 1.05717 1.67578 2.29038 -0.186
C -0.38196 1.28212 2.60070 -0.236
N -1.30583 1.65743 1.55222 0.039
C -2.49434 2.02057 1.92727 -0.396
N -2.92241 1.93553 3.24363 -0.197
C -2.91518 0.68183 3.95849 -0.060
C -3.57212 3.04356 3.90768 -0.055
N -3.36741 2.59466 1.05463 -0.150
C -4.79048 2.33247 1.12913 -0.038
C -2.91791 2.97709 -0.26080 -0.062
N 4.09181 -0.43125 -2.94274 -0.224
C 5.10115 -1.31849 -2.40985 -0.062
C 4.60326 0.83516 -3.41755 -0.058
H 0.16575 -2.28221 -3.29745 0.101
H -0.06859 -0.59553 -2.78481 0.066
H 0.56413 -1.80172 -1.63488 0.060
H 1.51179 -1.00578 -5.15088 0.097
H 2.09280 -2.60901 -4.65344 0.096
H 3.22138 -1.23961 -4.73204 0.089
H 4.20576 1.16923 -0.86402 0.111
H 4.01328 -0.32351 0.06516 0.117
H 2.63282 2.35430 0.40468 0.121
H 3.65595 1.47286 1.56928 0.143
H 1.43113 -0.62193 2.89370 0.121
H 3.00060 -0.69624 2.10468 0.132
H 1.64736 -2.63876 1.59519 0.100
H 1.99195 -1.72308 0.12028 0.092
H -1.89161 -0.42719 -0.06196 0.032
H -3.43448 -0.78195 0.74943 0.091
H -3.14565 -1.38453 -0.89881 0.103
H -3.39278 -3.34489 1.98424 0.096
H -2.64528 -4.40815 0.78474 0.086
H -3.94437 -3.31049 0.30049 0.092
H -0.23672 -4.65631 -0.37076 0.095
H -0.16069 -5.76926 1.00502 0.093
H 1.21333 -4.70696 0.65347 0.085
H -0.63231 -3.04201 3.43759 0.092
H 0.87949 -3.91457 3.10759 0.083
H -0.63649 -4.80674 3.30459 0.092
H 1.05640 2.68918 1.87149 0.132
H 1.62737 1.69478 3.23429 0.140
H -0.65691 1.76409 3.54670 0.124
H -0.42213 0.19557 2.73510 0.092
H -2.52941 -0.09993 3.30869 0.077
H -3.93539 0.41602 4.25333 0.095
H -2.30053 0.73679 4.86318 0.095
H -3.56150 3.91718 3.26041 0.099
H -3.02220 3.28407 4.82417 0.095
H -4.60621 2.81166 4.18630 0.087
H -5.11444 2.12920 2.14439 0.075
H -5.05944 1.47261 0.50372 0.093
H -5.33526 3.20208 0.76188 0.097
H -1.90649 3.37040 -0.19734 0.058
H -3.57312 3.76113 -0.63982 0.102
H -2.93171 2.13469 -0.96564 0.091
H 4.62904 -2.20309 -1.98710 0.097
H 5.72396 -0.84266 -1.63911 0.085
H 5.75195 -1.62856 -3.23046 0.092
H 3.79583 1.42864 -3.83761 0.094
H 5.32836 0.62495 -4.20558 0.095
H 5.11215 1.43174 -2.64872 0.079
C -0.78901 2.00409 -3.96698 -0.145
C 0.43488 1.70657 -3.40942 -0.234
C 0.66110 2.59430 -2.29851 -0.350
C -0.46020 3.48739 -2.29199 -0.212
C -1.34399 3.09525 -3.27240 -0.163
H -1.24635 1.50003 -4.80564 0.089
H 1.18855 1.06164 -3.83259 0.070
H 1.66213 2.94430 -2.05048 0.085
H -0.50921 4.38783 -1.69310 0.092
H -2.29063 3.55634 -3.50288 0.090
```